{"formula": "C46H60N4O7STi", "method": "the ωB97M-V functional and the def2-TZVPD basis", "elements": ["N", "N", "H", "H", "H", "O", "H", "C", "Ti", "C", "H", "H", "H", "H", "H", "H", "H", "H", "H", "C", "H", "C", "C", "H", "C", "H", "C", "C", "C", "H", "H", "H", "C", "H", "S", "C", "H", "C", "C", "C", "C", "C", "H", "H", "H", "H", "H", "C", "C", "H", "H", "C", "H", "C", "H", "H", "O", "C", "C", "H", "O", "H", "H", "C", "H", "H", "C", "H", "C", "H", "C", "H", "H", "C", "H", "C", "C", "N", "C", "H", "C", "C", "C", "H", "C", "H", "C", "H", "C", "O", "H", "H", "C", "H", "O", "C", "C", "H", "H", "H", "H", "O", "C", "H", "H", "H", "H", "N", "C", "H", "C", "H", "C", "C", "C", "C", "O", "H", "H"], "positions_angstrom": [[-0.69658, -12.48079, 22.89925], [1.49289, -14.64380, 16.86906], [2.21428, -16.78154, 11.97292], [-0.00052, -14.63118, 13.62580], [2.85801, -8.91492, 19.24049], [7.79361, -12.94104, 21.97754], [1.14261, -8.28888, 20.77385], [5.87736, -14.25526, 21.16915], [3.48748, -13.67098, 17.66178], [0.09083, -13.55845, 18.62931], [6.40604, -13.73247, 13.75714], [5.60131, -10.29854, 13.32269], [4.70994, -11.98415, 10.88028], [0.92252, -7.95018, 18.37291], [0.70539, -12.78935, 16.39551], [2.95639, -10.44633, 20.03531], [-3.79780, -10.98340, 20.81523], [6.89760, -12.09899, 13.88353], [-1.84633, -14.38522, 18.45443], [2.92122, -13.68958, 12.19585], [0.95888, -9.38109, 17.29396], [5.79756, -13.20598, 19.02640], [2.49710, -9.95186, 19.21856], [1.64242, -16.77828, 17.18060], [2.08661, -16.28213, 11.01852], [1.49204, -15.22091, 18.88913], [0.80975, -13.75166, 15.86690], [4.58478, -16.85701, 17.56338], [3.96634, -11.81974, 22.26036], [4.09536, -12.52635, 21.45018], [-0.39982, -9.16074, 20.81717], [5.63778, -13.33419, 11.43607], [6.75039, -12.42739, 19.90864], [-0.76391, -13.18978, 22.19841], [0.88531, -10.71442, 24.31676], [0.74268, -14.79509, 18.16389], [5.81444, -12.75548, 15.09479], [3.52427, -13.06527, 13.30077], [1.63696, -14.17797, 12.20594], [1.71143, -16.06043, 16.38094], [2.88196, -13.17119, 14.56104], [-4.09942, -11.03718, 19.77666], [-1.50815, -10.30257, 19.62176], [-5.30517, -13.45450, 19.93043], [1.74087, -17.04076, 10.31496], [6.24735, -11.61086, 11.65047], [3.58398, -9.59171, 25.47354], [-4.24543, -13.59751, 19.74218], [5.40457, -12.29030, 11.69827], [5.06104, -15.04891, 14.83424], [-0.96291, -12.70977, 23.84665], [5.35072, -15.68491, 15.64640], [4.75820, -17.81992, 17.09443], [-1.10789, -11.27139, 19.38818], [6.06223, -11.46050, 22.43515], [-0.65628, -16.20100, 10.65142], [7.34374, -11.38511, 19.66173], [3.67051, -10.18609, 24.56095], [2.74235, -11.64751, 22.84067], [5.49255, -16.58976, 18.10948], [2.18477, -12.62382, 18.69095], [3.83089, -10.26728, 13.14502], [6.25756, -15.22848, 16.04453], [-0.27095, -15.50824, 11.40819], [3.10920, -15.98277, 10.69765], [4.55085, -10.72383, 14.67472], [4.68707, -10.81569, 13.60480], [-4.11058, -14.44506, 19.10285], [0.66732, -9.28010, 20.67635], [0.77475, -15.19206, 8.93753], [0.31122, -11.24618, 19.21608], [-0.26562, -16.02895, 12.30290], [-5.20621, -12.17212, 17.62695], [1.18397, -14.45230, 9.60815], [0.47282, -13.58652, 9.50498], [-1.27991, -13.50963, 18.73360], [5.05357, -11.23609, 22.83531], [1.62853, -12.34888, 22.40865], [0.53593, -8.97147, 18.20601], [5.67410, -16.66536, 15.31609], [-1.98375, -12.35369, 19.15343], [-4.10605, -12.19396, 17.63928], [4.92608, -10.41169, 23.99156], [0.86617, -16.34127, 15.72939], [1.17239, -15.04864, 11.03900], [2.15257, -14.04765, 9.37632], [5.16448, -14.17686, 19.75826], [-5.23492, -10.96417, 19.82486], [-3.58341, -12.29947, 19.09329], [4.05416, -14.71723, 19.21065], [-3.66176, -10.19494, 19.23576], [1.05321, -9.86095, 21.52695], [3.02764, -16.26205, 15.71085], [-0.22130, -14.04543, 15.68148], [3.46939, -12.90909, 15.64410], [0.96253, -14.17081, 13.42307], [2.53985, -10.79784, 23.93607], [-0.58442, -8.86429, 18.08504], [2.85506, -10.34801, 18.29792], [-0.96058, -14.65610, 11.43848], [-3.73243, -11.28039, 17.21723], [5.62135, -15.01512, 22.10853], [6.01587, -12.73492, 14.00874], [3.40994, -13.61692, 11.25423], [-3.67270, -13.75526, 20.68101], [3.14101, -15.63798, 14.82144], [-3.76468, -12.99193, 16.96278], [4.19692, -15.84713, 16.53881], [0.95243, -9.91478, 19.33950], [-0.07015, -15.51511, 18.07370], [0.59506, -11.99933, 23.05356], [3.82563, -17.00036, 18.34562], [4.86494, -12.28944, 13.12768], [6.86180, -13.17828, 21.17229], [1.53684, -13.59502, 14.58854], [0.93705, -12.45365, 18.86820], [5.25632, -12.90041, 17.80569], [3.14786, -17.30634, 15.42635], [5.91365, -10.13757, 24.48596]], "atomic_forces_ev_per_a": [[0.52, 1.11, 1.03], [-0.12, -1.49, 0.19], [-0.22, 0.17, 0.39], [0.05, 0.17, -0.48], [-0.12, 0.00, 0.14], [0.13, -0.09, 0.99], [-0.17, -0.23, -0.26], [-0.63, -0.14, -0.16], [0.07, 0.15, -1.16], [-0.19, 0.18, 0.30], [-0.30, -0.02, -0.14], [0.10, 0.28, 0.09], [0.09, 0.14, 0.82], [0.04, -0.45, -0.05], [0.23, -0.16, -0.25], [0.45, -0.72, 0.71], [0.37, 0.03, 0.28], [-0.19, 0.30, -0.16], [-0.09, -0.32, -0.05], [0.48, 1.93, 1.07], [-0.11, 0.17, -0.37], [-0.80, 0.01, 0.08], [-0.51, 1.21, -0.01], [0.00, 0.11, 0.84], [0.84, 0.00, -0.64], [-0.66, 0.55, -0.46], [0.27, 0.53, 1.44], [-0.71, 0.18, 0.38], [0.77, -0.63, -0.28], [-0.18, 0.14, -0.11], [-0.29, 0.18, 0.24], [0.55, 0.34, 0.01], [-0.03, -0.25, -0.84], [-0.03, -0.56, -0.20], [-1.21, -0.73, -0.20], [0.55, -0.61, 0.05], [-0.28, 0.14, -0.55], [0.73, -0.32, -1.30], [-0.58, -1.05, -0.06], [-0.74, 1.10, -0.26], [-0.82, 0.02, -0.57], [-0.82, -0.03, 0.37], [-0.43, 0.20, 0.18], [-0.11, 0.12, 0.07], [-0.13, -0.02, -0.22], [0.42, -0.24, -0.08], [-0.15, -0.16, -0.30], [1.77, 1.66, 0.54], [-1.09, -0.53, -0.78], [-0.15, 0.10, -0.61], [-0.86, -0.58, -0.36], [0.06, 0.07, 0.11], [0.08, -0.44, -0.46], [0.05, -0.19, -0.51], [-0.75, 0.30, 0.39], [0.06, 0.04, -0.14], [-0.27, -0.08, -0.34], [-0.14, -0.27, -0.49], [-0.79, 0.07, 0.14], [-0.15, 0.39, -0.29], [1.80, 0.10, -0.47], [0.47, -0.53, 0.01], [-0.43, 0.19, 0.84], [0.28, 0.73, -2.80], [-0.55, -0.15, 0.15], [0.06, -0.30, 0.25], [-0.94, 0.38, -0.87], [0.12, -0.58, -0.37], [0.02, 0.49, 1.03], [0.49, -0.38, -0.52], [-2.18, -0.98, 0.10], [-0.10, -0.91, 1.77], [0.23, -0.01, 0.04], [-1.47, 1.32, 1.36], [0.54, -0.60, 0.40], [-0.91, 0.62, 0.36], [1.46, 0.91, 0.69], [-0.52, 0.09, -0.21], [-1.42, 0.37, -0.06], [-0.01, -0.48, -0.60], [0.33, -0.09, -0.57], [0.32, -0.57, 0.05], [0.83, -0.80, 0.04], [0.29, 0.12, -0.22], [-1.13, -0.52, 0.62], [0.52, -0.24, -0.51], [0.68, 0.84, 0.16], [1.29, -0.14, -0.54], [0.11, -0.87, 0.01], [0.91, -0.29, 1.25], [-0.37, 0.23, 0.23], [-0.13, -0.05, -0.40], [1.50, 0.67, -0.25], [-0.25, -0.51, -0.04], [1.12, 0.72, 2.01], [0.47, 0.98, 1.49], [2.27, 0.55, 0.19], [1.06, -0.27, 0.11], [0.16, -0.57, -0.65], [0.16, -0.13, 0.20], [0.08, 0.61, -0.34], [-0.16, -0.18, -0.52], [1.05, -1.28, 0.94], [0.51, -0.18, -0.63], [-0.69, -0.21, -0.33], [-0.46, -0.26, -0.09], [-0.05, -0.01, 0.41], [0.27, -0.02, 1.01], [2.04, 0.99, -0.12], [-0.02, -0.47, -0.33], [0.20, 0.68, 0.33], [0.07, 0.30, -0.40], [-0.76, 0.93, 0.79], [0.11, -0.39, -0.89], [-0.31, -1.56, -1.96], [-1.53, 0.24, 0.17], [0.45, -0.01, 0.72], [-0.05, -0.38, -0.20], [-1.66, 0.08, -0.56]], "lowdin_charge": [0.08, -0.15, 0.08, 0.09, 0.09, -0.05, 0.09, -0.32, 1.10, -0.17, 0.08, 0.07, 0.08, 0.08, 0.13, 0.07, 0.08, 0.08, 0.10, -0.01, 0.08, -0.25, -0.03, 0.11, -0.06, 0.15, -0.10, -0.08, -0.01, 0.12, 0.07, 0.08, -0.32, 0.08, 1.00, -0.14, 0.08, -0.05, -0.21, -0.14, -0.38, -0.09, 0.08, 0.06, 0.07, 0.07, 0.09, -0.05, -0.08, 0.05, 0.07, -0.08, 0.07, 0.01, 0.10, 0.08, 0.04, -0.11, -0.33, 0.10, -0.13, 0.09, 0.10, -0.07, 0.09, 0.08, -0.05, 0.05, -0.05, 0.07, -0.08, 0.04, 0.08, -0.05, 0.09, -0.01, -0.04, 0.14, -0.05, 0.08, -0.14, -0.07, -0.08, 0.13, -0.53, 0.06, -0.24, 0.10, -0.51, -0.23, 0.07, 0.06, -0.17, 0.12, -0.11, 0.00, -0.53, 0.09, 0.08, 0.09, 0.07, -0.01, -0.08, 0.08, 0.08, 0.11, 0.08, -0.25, -0.55, 0.11, -0.67, 0.09, -0.51, -0.43, -0.13, -0.32, -0.21, 0.12, 0.12], "total_energy_ev": -102922.7848, "total_charge": -2, "spin_multiplicity": 3, "s2": 2.011, "homo_lumo_gap_ev": [3.145, 5.192], "e_lumo_ha": [0.1320, 0.1320]}